(1)
C49H65KN8O2P2S | wB97M-V/def2-TZVPD

```
128
Properties=species:S:1:pos:R:3:forces:R:3
K -1.11377 -0.10953 0.47466 1.3 0.1 1.0
O -1.58498 -1.84257 -0.90380 -0.4 -1.2 -1.0
C -2.61679 -2.45456 -1.31105 0.0 0.0 0.0
C -2.53123 -3.74736 -1.92865 -0.1 0.0 0.0
C -3.63830 -4.44768 -2.35319 -0.1 0.1 0.1
C -4.93216 -3.93009 -2.19007 0.2 0.1 0.0
C -5.05088 -2.68338 -1.59004 0.0 0.0 0.0
C -3.95730 -1.93125 -1.16293 -0.1 0.3 0.2
C -4.26458 -0.60979 -0.57361 0.1 -0.4 -0.3
N -3.42403 0.33035 -0.39661 -0.4 0.5 0.2
N -3.95234 1.55908 0.02768 0.1 -0.2 0.0
C -3.14236 2.28478 0.77702 -0.3 0.0 -0.3
O -2.04428 1.98911 1.34135 -0.5 0.5 -0.1
C -3.65907 3.71057 0.93972 0.1 -0.2 0.3
C -4.81259 4.18403 0.31648 0.0 0.0 0.0
C -5.21241 5.50297 0.48077 0.0 -0.1 0.0
C -4.46917 6.37408 1.27367 0.0 -0.1 0.0
C -3.32557 5.90599 1.90436 0.0 -0.1 0.0
C -2.92972 4.58211 1.73772 0.0 0.2 0.1
H -1.53282 -4.15537 -2.05316 0.0 0.0 0.0
H -3.50431 -5.42377 -2.81227 0.0 0.0 0.0
H -5.80660 -4.47781 -2.51916 0.0 0.0 0.0
H -6.04068 -2.25400 -1.44605 0.0 0.0 0.0
H -5.31518 -0.44525 -0.30362 -0.1 0.1 -0.1
H -5.37418 3.49196 -0.29720 0.0 0.0 0.0
H -6.11165 5.85530 -0.01246 0.0 0.0 0.0
H -4.77976 7.40581 1.39376 0.0 0.0 0.0
H -2.73360 6.57190 2.52215 0.0 0.0 0.0
H -2.03815 4.19397 2.21396 0.0 0.0 0.0
C -0.58613 -0.99732 6.00600 0.0 0.0 0.1
C -0.77969 -0.30793 4.65545 0.0 0.0 0.0
C -0.73348 1.21676 4.80053 0.0 0.0 0.0
P 0.27020 -0.81934 3.19233 -0.2 -0.2 0.4
C 1.94136 -1.29284 3.86785 0.1 0.1 -0.1
C 2.07074 -2.59397 4.65266 0.0 0.0 0.1
C 2.59091 -0.12412 4.61204 0.1 0.0 0.0
C -0.47523 -2.43615 2.74292 0.2 0.0 -0.2
C -1.53801 -3.07555 3.38134 0.0 0.1 0.1
C -2.13791 -4.21696 2.86873 0.1 0.0 -0.1
C -3.29528 -4.88752 3.56216 0.0 0.0 0.0
C -1.65340 -4.69390 1.64797 0.0 0.0 -0.1
C -0.59867 -4.09924 0.98822 -0.1 0.1 0.2
C 0.05346 -2.96001 1.52521 0.2 0.2 -0.1
N 1.04115 -2.21187 0.94493 0.1 -0.3 0.0
C 1.74155 -2.59832 -0.14781 -0.2 0.1 0.0
C 2.02701 -3.95399 -0.49229 0.0 0.1 -0.1
C 2.65312 -4.30185 -1.66981 0.0 0.0 0.1
C 3.08448 -3.34166 -2.58920 0.0 0.0 0.0
C 3.75605 -3.72098 -3.88531 0.0 0.0 0.0
C 2.92610 -2.01666 -2.21041 0.0 0.1 0.0
C 2.31152 -1.61035 -1.02283 0.1 -0.1 0.1
P 2.27932 0.12620 -0.43622 -0.2 -0.2 0.0
C 4.08417 0.51266 -0.12667 0.1 0.0 0.0
C 4.39809 0.15156 1.32817 0.0 0.0 0.0
C 5.15351 -0.11598 -1.01845 0.1 0.0 0.0
C 1.84067 1.22012 -1.88364 0.0 0.0 -0.1
C 2.65806 1.27399 -3.17227 0.0 0.0 -0.1
C 0.36945 0.95322 -2.20953 0.2 0.0 0.1
H -1.41536 -0.75292 6.68114 0.0 0.0 0.0
H 0.33258 -0.66017 6.49252 0.0 0.0 0.0
H -0.53468 -2.08308 5.91851 0.0 0.0 0.0
H -1.78578 -0.55355 4.29896 0.0 0.0 0.0
H 0.26737 1.56517 5.07201 0.0 0.0 0.0
H -1.42830 1.55254 5.57975 0.0 0.0 0.0
H -1.01954 1.70128 3.86336 0.0 0.0 0.0
H 2.47865 -1.42720 2.92488 0.0 0.0 0.0
H 1.71841 -2.48016 5.68104 0.0 0.0 0.0
H 3.12359 -2.89798 4.69668 0.0 0.0 0.0
H 1.50609 -3.40452 4.18843 0.0 0.0 0.0
H 2.15733 0.00974 5.60667 0.0 0.0 0.0
H 2.48770 0.82784 4.08359 0.0 -0.1 0.0
H 3.66297 -0.30921 4.74477 0.0 0.0 0.0
H -1.93904 -2.66009 4.30096 0.0 0.0 0.0
H -3.56840 -4.34487 4.47001 0.0 0.0 0.0
H -3.06257 -5.91717 3.85302 0.0 0.0 0.0
H -4.18069 -4.92646 2.92055 0.0 0.0 0.0
H -2.15347 -5.53460 1.17320 0.0 0.0 0.0
H -0.32727 -4.45719 0.00767 0.0 0.0 0.0
H 1.72720 -4.73013 0.19746 0.0 0.0 0.0
H 2.81666 -5.35609 -1.88488 0.0 0.0 0.0
H 3.28354 -4.59547 -4.34121 0.0 0.0 0.0
H 4.81819 -3.96018 -3.75744 0.0 0.0 0.0
H 3.69806 -2.90313 -4.60874 0.0 0.0 0.0
H 3.31955 -1.25500 -2.87458 0.0 0.0 0.0
H 4.12063 1.60504 -0.22337 0.0 0.0 0.0
H 4.29199 -0.92868 1.47841 0.0 0.0 0.0
H 3.72894 0.66079 2.02082 0.0 0.0 -0.1
H 5.43027 0.42265 1.58050 0.0 0.0 0.0
H 5.10873 -1.20561 -0.96468 0.0 0.0 0.0
H 6.14636 0.19483 -0.66922 0.0 0.0 0.0
H 5.06863 0.16156 -2.06921 0.0 0.0 0.0
H 1.90078 2.21059 -1.41203 0.0 0.0 0.0
H 2.52073 0.37418 -3.77639 0.0 0.0 0.0
H 3.72432 1.41684 -2.99113 0.0 0.0 0.0
H 2.31060 2.11727 -3.78390 0.0 0.0 0.0
H 0.22625 -0.08123 -2.51884 0.0 0.0 0.0
H 0.00233 1.61118 -3.00343 0.0 0.0 0.0
H -0.25495 1.11805 -1.33720 0.0 0.3 -0.2
C 0.15688 4.77903 -3.57398 0.1 0.0 0.1
N 1.10095 5.23408 -2.56902 -0.2 0.0 -0.2
C 2.26167 5.95907 -2.80578 -0.1 -0.1 0.0
C 2.85548 6.16394 -1.61686 -0.1 -0.1 0.1
N 2.04242 5.56979 -0.66729 0.1 0.0 0.2
C 0.94745 4.98113 -1.23194 0.1 -0.1 -0.2
S -0.26118 4.12463 -0.47468 0.1 0.2 0.0
H 0.02778 5.55399 -4.32883 0.0 0.0 0.0
H -0.78971 4.57842 -3.07663 0.0 0.0 0.0
H 0.50372 3.85651 -4.04129 0.0 0.0 0.0
H 2.55954 6.25522 -3.79570 0.0 0.0 0.0
H 3.76965 6.67048 -1.36786 0.0 0.0 0.0
H 2.22121 5.47425 0.31668 0.0 0.0 0.0
C -0.43047 -0.89639 -6.43377 0.0 0.0 0.0
C 0.14370 -1.61046 -5.39349 0.0 0.0 0.0
C -0.58011 -1.75971 -4.21735 -0.1 0.0 0.2
N -1.79005 -1.23807 -4.03820 -0.2 0.0 -0.1
C -2.33853 -0.55855 -5.03907 0.3 0.0 0.0
C -1.69898 -0.36124 -6.25897 0.0 0.0 0.0
H 0.10418 -0.75760 -7.36679 0.0 0.0 0.0
H 1.13407 -2.04168 -5.47789 0.0 0.0 0.0
H -0.17390 -2.30252 -3.36558 0.0 0.0 0.0
H -3.32369 -0.14188 -4.85045 0.0 0.0 0.0
H -2.18347 0.20346 -7.04652 0.0 0.0 0.0
N 1.39657 3.32771 2.93423 -0.1 -0.1 0.0
N 1.74774 2.45603 1.83730 0.0 0.2 0.2
H 0.38246 3.40435 2.99329 0.0 0.1 0.0
H 1.74092 4.25097 2.70481 0.0 0.0 0.0
H 1.14506 2.66972 1.04300 0.0 -0.1 0.0
H 1.46558 1.52291 2.12844 0.1 -0.1 -0.1
```
Positions in Å, forces in eV/Å.

Output
LUMO = 0.1336 hartree
spin multiplicity = 1
electronic energy = -4175.5723 hartree
HOMO-LUMO gap = 4.72 eV
net charge = -2

Löwdin atomic charge list, values in e, 8 entries: K 0.6526; O -0.2288; C -0.4216; C -0.0610; C -0.1441; C -0.1617; C -0.1064; C -0.1451

***

(2)
C40H43BClEuIN8OSSi | wB97M-V/def2-TZVPD

```
98
Properties=species:S:1:pos:R:3:forces:R:3
Eu -0.29969 -0.00049 -0.28268 0.3 0.3 -0.2
C 2.70801 0.65588 -2.52254 0.5 -0.7 -0.7
C 2.60131 1.72700 -1.48156 0.1 0.6 0.8
C 3.52774 2.73935 -1.16547 0.0 1.2 0.8
C 3.03304 3.46730 -0.04929 -0.2 -2.4 -1.7
C 3.53810 4.62565 0.68684 1.4 1.5 -0.3
N 1.89547 2.86493 0.27838 -2.5 -1.7 0.3
N 1.57874 1.80332 -0.62240 0.8 1.0 1.1
B 0.86046 3.08177 1.51374 -1.0 -0.5 -2.3
N 0.89939 1.85633 2.48103 -0.5 -2.1 -1.8
N 0.91072 0.48822 1.98463 1.5 1.7 0.4
C 1.29080 -0.27497 3.02426 -1.5 1.2 0.2
C 1.65488 -1.71293 2.94530 0.0 -0.9 1.0
C 1.21094 0.47890 4.20481 0.5 2.1 -0.2
C 1.02464 1.83873 3.80027 -0.2 -2.4 -0.3
C 0.86123 3.07973 4.54148 -0.6 1.9 0.8
N -0.61730 3.25904 0.82416 -0.6 0.8 0.5
N -1.39665 2.20297 0.50550 -0.9 -0.3 -0.2
C -2.62273 2.64738 0.15552 1.1 0.4 0.1
C -3.76693 1.75246 -0.27189 0.9 0.4 -0.6
C -2.61324 4.06160 0.19022 0.5 -0.1 0.7
C -1.35978 4.43187 0.68245 0.6 -2.4 -0.3
C -0.71358 5.74478 0.86742 -0.1 1.3 0.0
H 3.31357 0.99908 -3.40489 -0.5 -0.2 0.8
H 3.19775 -0.27233 -2.10287 -0.4 1.3 -0.4
H 1.72214 0.33832 -2.90448 0.3 0.3 0.2
H 4.42054 3.05064 -1.66207 0.4 -0.3 -0.4
H 4.63537 4.79901 0.45255 -1.1 -0.6 0.8
H 3.12863 5.55914 0.26953 -0.4 -0.2 0.3
H 3.29226 4.59079 1.76454 0.5 0.0 -0.6
H 0.98592 4.16143 1.97716 0.7 -0.1 0.6
H 1.57248 -2.10080 1.94797 -0.5 -0.2 -0.6
H 2.72647 -1.84650 3.16622 -0.3 0.3 0.2
H 1.08456 -2.36120 3.69247 0.6 0.9 -1.1
H 1.34253 0.16251 5.22092 0.2 -0.2 0.2
H -0.19770 3.50658 4.52039 1.3 -0.7 -0.2
H 1.10127 2.90429 5.57429 0.1 0.0 0.6
H 1.53998 3.89149 4.19331 -0.5 -0.6 0.1
H -3.96366 2.04707 -1.33374 0.0 -0.6 0.7
H -3.44281 0.67517 -0.20101 -0.7 1.1 0.0
H -4.66925 2.01177 0.31382 0.4 -0.6 -0.2
H -3.42077 4.72253 -0.08575 0.0 0.0 0.1
H -1.52847 6.52255 0.96896 1.0 -0.6 -0.9
H -0.20135 5.85620 1.84744 0.1 -0.4 -0.8
H 0.01976 5.87155 -0.00758 -1.1 0.5 1.4
Cl 4.19423 -6.60360 -0.72565 0.9 -0.3 0.5
C 3.63745 -4.98776 -0.93483 -2.8 0.3 -1.4
C 2.39334 -4.92411 -1.59904 2.0 1.4 1.3
C 1.79719 -3.68735 -1.87041 0.8 0.5 1.2
I 0.53894 -3.55750 -3.46549 -0.9 0.2 -0.3
C 2.21268 -2.52809 -1.12089 -0.3 -0.7 0.0
O 1.43765 -1.59513 -0.73393 -0.4 0.4 -0.7
C 3.62165 -2.54949 -0.74377 -0.2 0.3 0.3
N 4.23942 -1.35118 -0.48685 0.1 -0.6 0.0
C 5.50914 -1.39000 -0.16209 -0.6 0.2 0.1
C 6.24869 -2.56942 0.01445 0.6 -0.4 1.2
C 5.65198 -3.78957 -0.15451 -0.4 -0.4 -0.9
C 4.28611 -3.78794 -0.61504 1.8 -0.6 0.4
H 1.87267 -5.83255 -1.71570 -0.5 -0.9 -0.9
H 6.02681 -0.45390 0.05830 -0.4 0.0 -0.2
H 7.22338 -2.39535 0.49390 -0.2 -0.6 -0.6
H 6.13302 -4.80333 -0.11517 -0.2 1.3 0.3
S -4.19405 -1.35372 -3.43148 0.8 -1.7 0.8
C -3.85440 -2.88840 -2.59857 0.3 -1.8 0.8
C -4.45521 -4.19282 -2.64918 -1.2 1.7 -0.2
C -4.09681 -5.21485 -1.80603 1.7 -0.5 1.4
C -3.01443 -5.06046 -0.86342 -0.3 1.6 -1.4
C -2.33150 -3.79269 -0.88758 -0.1 -2.4 0.1
C -2.70890 -2.77108 -1.75550 -1.0 0.9 -0.6
N -2.06096 -1.52634 -1.86818 -1.1 0.4 -0.8
C -2.68512 -0.76120 -2.75796 1.6 -0.4 1.5
C -2.08813 0.48017 -3.24685 -1.2 1.3 -1.7
C -2.71542 0.99079 -4.42262 0.0 -0.7 0.0
C -2.12269 1.97021 -5.18282 -0.2 0.6 0.7
C -1.01446 2.62813 -4.65572 0.8 -0.6 0.4
C -0.48965 2.24778 -3.43741 0.2 -0.1 1.5
C -0.99590 1.15122 -2.70407 0.6 -1.0 1.3
H -5.37412 -4.38829 -3.21172 0.5 0.4 -0.3
H -4.61058 -6.18085 -1.89081 0.2 0.5 0.1
H -2.71007 -5.90442 -0.20848 -0.2 0.9 -0.5
H -1.40582 -3.69250 -0.32265 -0.3 0.2 0.1
H -3.64805 0.53062 -4.76043 0.3 0.2 -0.2
H -2.56265 2.34121 -6.08645 -0.2 -0.1 -0.4
H -0.45021 3.35512 -5.18943 -0.1 0.8 -0.6
H 0.33355 2.81112 -2.91759 -0.7 -0.4 -1.0
C -2.90194 -0.10307 3.61058 -1.4 0.1 0.0
Si -2.44032 -1.07322 2.10052 1.3 -0.4 -1.8
C -1.84419 -2.72201 2.83626 1.2 0.2 1.3
C -4.06499 -1.66449 1.33643 0.0 1.0 -0.5
H -2.10368 0.24831 4.21792 0.9 0.3 0.4
H -3.48022 -0.83033 4.20489 -0.1 0.3 0.1
H -3.54117 0.75851 3.35968 0.1 -0.2 0.1
H -0.94046 -3.09748 2.34246 0.0 0.0 0.1
H -2.58475 -3.49931 2.72684 -0.4 -0.3 0.2
H -1.59087 -2.58100 3.93810 -0.3 -0.3 -1.2
H -4.82149 -1.53362 2.09638 -0.6 -0.2 0.1
H -3.98515 -2.68792 1.02809 0.0 -0.7 0.0
H -4.33432 -1.09496 0.43618 -0.2 -0.1 0.3
```
Positions in Å, forces in eV/Å.

Output
LUMO (alpha / beta) = 0.0698 / 0.0838 hartree
spin multiplicity = 7
electronic energy = -4244.2111 hartree
HOMO-LUMO gap (alpha / beta) = 5.46 / 6.04 eV
net charge = -1

Löwdin atomic charge list, values in e, 8 entries: Eu 1.7285; C -0.0487; C -0.3536; C 0.0016; C -0.3135; C -0.0407; N 0.0281; N 0.0168

***

(3)
C8H8O6S | wB97M-V/def2-TZVPD

```
23
Properties=species:S:1:pos:R:3:forces:R:3
C 0.40857 -1.47044 1.37264 0.2 0.4 -0.5
C -0.13628 -0.29152 1.06321 0.1 -0.5 0.9
C 0.32662 -2.24964 -2.50315 0.5 0.3 0.4
C -1.67668 0.39442 -0.92693 0.8 0.2 0.4
C 0.90425 -1.47719 -1.28463 -1.1 2.1 1.3
C -0.21353 0.23474 -0.31765 0.9 -1.7 -1.9
C -1.60108 1.41440 1.87376 -0.4 0.2 0.0
C 1.77922 1.45666 0.06407 0.2 -0.2 0.2
O -0.31967 -3.27838 -2.28346 -0.5 -0.6 0.2
O -1.80036 1.26415 -1.78651 0.0 0.5 -0.6
O 0.70218 -1.76768 -3.58695 0.1 0.3 -0.7
O -2.53777 -0.30196 -0.37505 -0.4 -0.7 0.4
O -0.56930 0.49442 2.14366 0.3 -0.3 -0.3
O 0.54160 1.36627 -0.58070 -0.4 -0.1 0.1
S 1.22769 -2.44769 0.17782 -0.1 -0.2 0.1
H 0.41980 -1.86354 2.37830 -0.1 0.1 0.2
H 1.80256 -0.92723 -1.57435 -0.3 0.0 -0.1
H -2.48688 0.90410 1.48743 0.0 0.1 0.0
H -1.29213 2.16992 1.14265 0.0 0.0 0.0
H -1.82346 1.89914 2.82959 0.0 0.0 -0.1
H 1.67624 1.47257 1.15823 0.0 0.0 -0.1
H 2.23826 2.38902 -0.27018 0.0 0.0 0.0
H 2.43014 0.61547 -0.20177 0.0 0.0 0.0
```
Positions in Å, forces in eV/Å.

Output
LUMO = 0.1950 hartree
spin multiplicity = 1
electronic energy = -1159.1888 hartree
HOMO-LUMO gap = 6.02 eV
net charge = -2

natural (NBO) atomic charge list, values in e, 8 entries: C -0.4046; C 0.1825; C 0.7196; C 0.7291; C -0.4517; C 0.2350; C -0.2659; C -0.2477

***

> Look up the net charge of the second one.

-1

***

> Number 2 is which compound?

C40H43BClEuIN8OSSi